(1)
C11H20O2 | ωB97M-V/def2-TZVPD

The LUMO energy comes out at 0.8 eV. For the maximum force, the calculation gives 0.6 eV/Å. For the highest occupied orbital energy, the calculation gives -9.7 eV. The value obtained for the HOMO-LUMO gap is 10.45 eV. For the energy above the lowest of the compared OMol25 structures with the same formula, charge and spin, the calculation gives 2.3 kcal per mole. As for the structure (SMILES): C=CCCCCCCCCC(=O)O. Its energy is -581.62307 Ha.

ORCA input file:
```
! wB97M-V def2-TZVPD RIJCOSX def2/J DEFGRID3
* xyz 0 1
C 2.9435 1.8137 3.3281
C 3.6735 0.9033 2.7122
C 4.4302 1.1319 1.4433
H 4.2805 2.1578 1.1014
C 4.0023 0.1542 0.3441
C 2.5481 0.3660 -0.0696
C 2.1133 -0.6288 -1.1435
C 0.7024 -0.3711 -1.6734
C -0.3901 -0.6301 -0.6382
C -1.7825 -0.4520 -1.2369
C -2.8780 -0.7081 -0.2069
C -4.2557 -0.4917 -0.7749
O -4.5158 -0.0620 -1.8651
O -5.2093 -0.8390 0.1045
H -6.0890 -0.6859 -0.2748
H -2.7669 -0.0370 0.6486
H -2.8276 -1.7292 0.1770
H -1.8911 0.5619 -1.6255
H -1.9151 -1.1366 -2.0766
H -0.2721 0.0566 0.2016
H -0.2873 -1.6480 -0.2543
H 0.6312 0.6617 -2.0215
H 0.5280 -1.0206 -2.5346
H 2.1679 -1.6430 -0.7407
H 2.8150 -0.5693 -1.9795
H 1.9149 0.2642 0.8130
H 2.4277 1.3829 -0.4505
H 4.1312 -0.8701 0.7020
H 4.6505 0.2860 -0.5255
H 5.4975 0.9919 1.6408
H 3.7538 -0.0969 3.1201
H 2.4172 1.6036 4.2439
H 2.8457 2.8157 2.9428
*
```

Löwdin population analysis, charges in e, atoms 1 to 8:
1 C -0.002
2 C -0.209
3 C -0.224
4 H 0.111
5 C -0.221
6 C -0.225
7 C -0.221
8 C -0.220

(2)
C11H20S4 | ωB97M-V/def2-TZVPD

The LUMO energy comes out at 0.3 eV. For the maximum force, the calculation gives 2.4 eV/Å. For the highest occupied orbital energy, the calculation gives -8.3 eV. The value obtained for the HOMO-LUMO gap is 8.60 eV. As for the structure (SMILES): C1CSCCSS[C@H]2CCCC[C@@H]2SC1. Its energy is -2023.84298 Ha.

ORCA input file:
```
! wB97M-V def2-TZVPD RIJCOSX def2/J DEFGRID3
* xyz 0 1
C -0.5247 2.9478 1.9705
C -0.6856 3.9348 0.7159
C -0.1613 3.2051 -0.5398
C -0.2025 1.7220 -0.4926
C -2.2176 -1.9973 -0.0702
C -1.1084 -2.5356 0.8306
C 1.1048 -2.7296 -0.8342
C 2.0062 -1.7516 -0.1064
C 2.2755 -0.5386 -0.9286
C 0.7925 1.2169 0.6123
C 0.8140 2.1894 1.7942
H -0.4605 3.5261 2.9304
H -1.4452 2.3306 2.0313
H -1.7723 4.3434 0.5803
H 0.1205 4.7821 0.8113
H -0.6783 3.5966 -1.4569
H 0.9389 3.3391 -0.7711
H 0.2303 1.2833 -1.3849
H -2.7682 -2.8192 -0.6149
H -2.9735 -1.5581 0.5750
H -1.4526 -3.1275 1.6319
H -0.5705 -1.7129 1.1937
H 1.6796 -3.3960 -1.4994
H 0.3282 -2.2255 -1.4978
H 2.8806 -2.2519 0.2376
H 1.4257 -1.4959 0.8097
H 1.3848 -0.4012 -1.5865
H 3.1066 -0.7664 -1.6659
H 0.4083 0.2660 1.0071
H 1.0439 1.6165 2.7493
H 1.7802 2.8323 1.6562
S -1.9046 1.0753 -0.4347
S -1.6887 -0.8969 -1.3480
S 0.0597 -3.7334 0.2297
S 2.5483 0.9211 0.0875
*
```

Löwdin population analysis, charges in e, atoms 1 to 8:
1 C -0.196
2 C -0.184
3 C -0.281
4 C -0.701
5 C -0.618
6 C -0.570
7 C -0.532
8 C -0.346

(3)
C11H21AlF9NO4P | ωB97M-V/def2-TZVPD

The LUMO energy comes out at 2.3 eV. For the maximum force, the calculation gives 7.0 eV/Å. For the highest occupied orbital energy, the calculation gives -4.4 eV. The value obtained for the HOMO-LUMO gap is 6.68 eV. Its energy is -2270.11058 Ha.

ORCA input file:
```
! wB97M-V def2-TZVPD RIJCOSX def2/J DEFGRID3
* xyz -1 1
N -5.5621 -0.8348 0.8441
C -4.5460 -1.9126 0.6120
Al -2.7980 -1.3513 1.4820
C -1.7245 -2.9368 2.3355
F -2.1458 -3.0745 3.6656
F -0.3709 -2.6422 2.4061
C -1.8686 -4.3551 1.7828
F -3.1710 -4.7110 1.7519
F -1.2541 -5.2651 2.6222
C -1.2369 -4.6081 0.3811
F -1.9882 -5.5564 -0.2541
F -1.2543 -3.5067 -0.3878
C 0.2066 -5.1917 0.3735
F 0.2274 -6.4659 0.7487
F 0.6421 -5.1602 -0.8986
F 1.0619 -4.4937 1.0984
H -6.5055 -1.1895 0.7685
H -5.4321 -0.0739 0.1946
H -4.3757 -1.9853 -0.4698
H -4.9742 -2.8495 0.9678
H -1.8517 -0.7459 0.2907
H -2.9919 -0.1530 2.5393
O 0.5025 2.2062 0.6117
P 1.1742 2.8054 -0.5642
O 2.1986 1.5483 -0.8689
C 1.6301 0.2584 -1.1363
C 0.8002 0.2200 -2.4051
O 2.1945 3.8896 0.0889
C 1.7871 4.6677 1.2182
C 2.4632 4.1699 2.4773
O 1.2610 3.3421 -2.0698
C 2.4517 3.8612 -2.6778
C 3.4298 2.8097 -3.1571
H 1.0250 -0.0587 -0.2842
H 2.4756 -0.4255 -1.2177
H -0.0929 0.8430 -2.3096
H 0.4757 -0.8000 -2.6091
H 1.3677 0.5892 -3.2599
H 0.7034 4.6485 1.3349
H 2.0791 5.7002 1.0125
H 2.3319 3.0939 2.5795
H 2.0494 4.6602 3.3595
H 3.5358 4.3688 2.4390
H 2.9369 4.5830 -2.0232
H 2.0866 4.4237 -3.5390
H 3.9836 2.3668 -2.3335
H 4.1463 3.2816 -3.8335
H 2.9168 2.0098 -3.6870
*
```

Löwdin population analysis, charges in e, atoms 1 to 8:
1 N -0.121
2 C -0.390
3 Al 0.378
4 C -0.441
5 F -0.015
6 F -0.001
7 C -0.386
8 F 0.123

(4)
C11H21BiCl2NO | ωB97M-V/def2-TZVPD

The LUMO energy (alpha / beta) comes out at 2.8 / 2.8 eV. For the maximum force, the calculation gives 3.2 eV/Å. For the highest occupied orbital energy (alpha / beta), the calculation gives -3.0 / -2.9 eV. The value obtained for the HOMO-LUMO gap (alpha / beta) is 5.78 / 5.77 eV. For the energy above the lowest of the compared OMol25 structures with the same formula, charge and spin, the calculation gives 32.1 kcal per mole. Its energy is -1696.69505 Ha.

ORCA input file:
```
! wB97M-V def2-TZVPD RIJCOSX def2/J DEFGRID3
* xyz -1 1
Bi -1.7736 -0.4559 -1.1876
Cl 0.3119 1.1142 -1.7889
Cl -2.0024 -1.2607 1.2977
C -3.6051 0.4868 -1.8629
H -4.5621 0.1393 -1.3735
H -3.6339 0.5963 -2.9745
C 0.9754 -2.5101 -0.4756
C -0.1252 -2.6427 -1.1544
H 0.9986 -2.5437 0.6203
C -0.3010 -2.3963 -2.6360
H -0.9733 -3.0477 -0.6040
C 0.9655 -2.8952 -3.3331
H -1.1956 -2.9089 -2.9936
H -0.4837 -1.2970 -2.8384
C 2.1590 -2.1924 -2.7051
H 1.0322 -3.9797 -3.1605
H 0.8806 -2.7282 -4.4160
C 2.2309 -2.1612 -1.1363
H 3.0770 -2.6643 -3.0602
H 2.1438 -1.1428 -3.0191
H 3.1071 -2.7170 -0.7663
H 2.3549 -1.1241 -0.7907
C 0.5356 4.2013 3.9563
N 0.8304 3.5098 2.7189
C 2.1253 3.6922 2.1152
C -0.0176 2.6187 2.1158
C -1.3258 2.3161 2.7976
O 0.3343 2.0939 1.0607
H 1.3472 4.9091 4.1445
H 0.4555 3.5051 4.8060
H -0.4136 4.7500 3.8720
H 2.7256 2.7713 2.1532
H 2.0323 3.9856 1.0623
H 2.6443 4.4746 2.6678
H -2.0442 2.0103 2.0345
H -1.1759 1.4698 3.4794
H -1.7228 3.1667 3.3571
*
```

Löwdin population analysis, charges in e, atoms 1 to 8:
1 Bi 1.074
2 Cl -0.281
3 Cl -0.332
4 C -0.495
5 H -0.116
6 H -0.128
7 C -0.165
8 C -0.347

(5)
C11H21Cl3IO4P2Sn | ωB97M-V/def2-TZVPD

The LUMO energy (alpha / beta) comes out at -15.0 / -15.1 eV. For the maximum force, the calculation gives 5.2 eV/Å. For the highest occupied orbital energy (alpha / beta), the calculation gives -18.1 / -18.1 eV. The value obtained for the HOMO-LUMO gap (alpha / beta) is 3.10 / 3.01 eV. For the energy above the lowest of the compared OMol25 structures with the same formula, charge and spin, the calculation gives 0.0 kcal per mole. Its energy is -3306.73704 Ha.

ORCA input file:
```
! wB97M-V def2-TZVPD RIJCOSX def2/J DEFGRID3
* xyz 3 1
C -0.0272 -0.6105 -3.1141
C -0.0211 0.4212 -2.0536
H -0.0085 -0.0939 -4.0886
H -0.9309 -1.2308 -3.0616
H 0.8529 -1.2616 -3.0415
O 0.0086 1.6301 -2.1578
I -0.0183 -1.6041 2.7334
Sn -0.0539 -0.3287 0.1435
P 2.5338 -0.2249 0.1350
C 3.2079 1.3665 0.6913
C 3.2729 -1.4836 1.2221
H 4.3063 -1.6793 0.8953
H 4.3888 -0.5914 -1.3625
H 2.6880 -2.4105 1.1687
H 2.9478 -1.5172 -1.8729
H 2.7537 1.6464 1.6530
H 3.2579 -1.1342 2.2611
C 3.2957 -0.5498 -1.4851
H 4.3000 1.2761 0.8010
H 3.0393 0.2391 -2.2032
H 2.9849 2.1460 -0.0489
P -2.6713 -0.0325 -0.0002
C -3.5250 1.5327 0.3330
C -3.3926 -0.4894 -1.6211
H -2.6664 -2.1932 1.0887
H -4.3351 -1.5317 0.9493
H -3.1814 -0.8940 2.1914
C -3.2844 -1.2891 1.1721
H -3.0462 -1.4868 -1.9272
H -4.4887 -0.4919 -1.5240
H -4.5865 1.4007 0.0507
H -3.0854 2.3134 -0.3030
H -3.0995 0.2571 -2.3750
H -3.4304 1.8237 1.3889
C 0.1762 2.0792 0.6144
O 0.1571 3.2057 0.3711
Cl -2.4308 3.9382 4.0023
C -1.7630 2.3029 4.2445
Cl -1.1357 2.1151 5.8743
Cl -3.0450 1.0779 3.9691
C -0.5662 2.1157 3.1568
O 0.5987 2.3701 3.4314
O -1.0545 1.7018 2.0259
*
```

Löwdin population analysis, charges in e, atoms 1 to 8:
1 C 0.001
2 C -0.423
3 H 0.143
4 H 0.104
5 H 0.105
6 O 0.187
7 I 0.624
8 Sn 0.795

(6)
C11H21Cl3N3O4S | ωB97M-V/def2-TZVPD

The LUMO energy comes out at -2.7 eV. For the maximum force, the calculation gives 0.5 eV/Å. For the highest occupied orbital energy, the calculation gives -13.7 eV. The value obtained for the HOMO-LUMO gap is 11.00 eV. As for the structure (SMILES): C[C@@H](Cl)[C@H](Cl)[C@]1(COO)NC(N)=[NH+][C@H]1CCCCS(=O)(=O)Cl. Its energy is -2675.44513 Ha.

ORCA input file:
```
! wB97M-V def2-TZVPD RIJCOSX def2/J DEFGRID3
* xyz 1 1
C 2.8831 -2.5660 0.0479
C 1.3760 -2.3398 -0.1253
Cl 0.4989 -2.4736 1.4450
C 0.9543 -1.0563 -0.8519
Cl 1.7379 -1.1510 -2.4594
C 1.1564 0.3204 -0.1332
C 1.5793 1.4068 -1.1206
O 1.7659 2.5734 -0.3374
O 2.2035 3.6153 -1.2021
N 2.2000 0.2871 0.9181
C 1.6514 0.4271 2.1241
N 2.3513 0.3394 3.2418
N 0.3503 0.6769 2.0837
C -0.1463 0.6395 0.6845
C -0.9910 1.8858 0.3516
C -2.4826 1.5590 0.2875
C -2.8309 0.6691 -0.9230
C -3.6747 -0.5559 -0.5783
S -3.2528 -2.0765 -1.4180
O -2.0591 -2.5853 -0.8137
O -4.4131 -2.8727 -1.5877
Cl -2.6985 -1.4571 -3.2765
H 3.1106 -2.8715 1.0672
H 3.2114 -3.3651 -0.6144
H 3.4651 -1.6789 -0.1882
H 0.9637 -3.1473 -0.7246
H -0.1131 -1.1316 -1.0525
H 2.5332 1.1254 -1.5717
H 0.8503 1.5485 -1.9230
H 1.3672 4.0143 -1.4949
H 3.0822 0.7495 0.7396
H 3.3104 0.0320 3.2157
H 1.9384 0.5389 4.1383
H -0.2216 0.2563 2.8043
H -0.8095 -0.2253 0.6256
H -0.8039 2.6315 1.1246
H -0.6877 2.3328 -0.5925
H -2.8017 1.0899 1.2235
H -3.0302 2.4991 0.2134
H -3.3550 1.2598 -1.6731
H -1.9027 0.3427 -1.4005
H -3.5232 -0.8458 0.4650
H -4.7431 -0.4209 -0.7389
*
```

Löwdin population analysis, charges in e, atoms 1 to 8:
1 C -0.123
2 C -0.701
3 Cl 0.701
4 C -0.605
5 Cl 0.749
6 C -0.326
7 C -0.193
8 O -0.157

Question: The lowest maximum force belongs to which entry?
Answer: C11H21Cl3N3O4S

Question: Number 3 is which compound?
Answer: C11H21AlF9NO4P